Record 1
10
Properties=species:S:1:pos:R:3 method="wB97M-V/def2-TZVPD" total_charge=0 gap_ev=7.722 spin_multiplicity=1 smiles="N=C=C=N.N=C=O" e_above_lowest_ev=3.456
C 0.3218 1.1941 -0.1413
C 0.6277 -0.0723 0.0368
C -2.6704 0.4945 -0.0611
N 0.1937 2.4124 -0.2472
N 0.3082 -1.2650 0.2135
N -2.3111 -0.5725 -0.4806
O -3.0578 1.4727 0.3938
H 0.9348 -1.8940 0.7850
H 1.0208 3.0507 -0.2023
H -1.3358 -1.0795 -0.3871

***

Record 2
15
Properties=species:S:1:pos:R:3 method="wB97M-V/def2-TZVPD" total_charge=-1 gap_ev=6.070 spin_multiplicity=1 e_above_lowest_ev=1.999
C 2.4170 1.0426 0.6845
S 1.2134 1.5741 -0.5876
H 3.3663 0.8455 0.1808
H 2.2997 -0.0052 1.1193
H 2.3945 1.7795 1.4614
C -2.8198 -1.3532 -0.1957
N -1.6876 -0.9256 0.5517
C -0.3626 -1.6009 0.1302
H -2.7292 -1.1145 -1.2875
H -3.8839 -0.9193 -0.0188
H -2.7598 -2.4770 -0.1775
H -1.5340 0.1244 0.5974
H -0.1776 -1.5465 -0.9258
H 0.4525 -1.2006 0.7680
H -0.4367 -2.7233 0.1096